Entry from the Open Molecules 2025 dataset: a cluster of 12 separate species, C16H56O16 in total at a distorted geometry (ωB97M-V with the def2-TZVPD basis set).

Last column: Löwdin charge in e.
CARTESIAN COORDINATES (ANGSTROEM)
O -17.879 3.429 17.438  -0.052
C -17.614 2.106 17.174  -0.251
C -17.527 2.006 15.654  -0.228
O -18.787 2.128 15.019  -0.077
H -18.768 3.569 17.104  0.039
H -16.679 1.776 17.627  0.127
H -18.342 1.428 17.621  0.111
H -17.164 1.011 15.396  0.103
H -16.861 2.713 15.160  0.125
H -18.598 2.032 14.083  0.099
O -22.167 5.320 19.576  -0.075
C -23.412 4.768 19.136  -0.214
C -24.117 4.242 20.340  -0.252
O -23.565 3.004 20.679  -0.066
H -22.383 6.050 20.160  0.104
H -24.061 5.547 18.735  0.123
H -23.244 4.019 18.362  0.117
H -25.196 4.205 20.195  0.126
H -23.966 4.896 21.199  0.123
H -22.679 3.137 21.024  0.028
O -23.971 -0.155 16.720  -0.074
C -23.109 0.541 17.578  -0.201
C -22.023 1.461 16.926  -0.255
O -20.947 0.793 16.437  -0.055
H -23.411 -0.818 16.311  0.041
H -23.680 1.246 18.182  0.108
H -22.603 -0.187 18.212  0.104
H -21.684 2.041 17.783  0.096
H -22.508 2.131 16.216  0.106
H -20.330 1.458 16.123  0.054
O -26.861 -0.503 16.417  -0.083
C -26.631 -1.081 15.121  -0.223
C -26.090 -2.515 15.238  -0.243
O -27.088 -3.405 15.743  -0.051
H -25.949 -0.447 16.710  0.034
H -27.567 -1.019 14.565  0.124
H -25.867 -0.502 14.604  0.089
H -25.195 -2.519 15.860  0.095
H -25.704 -2.807 14.261  0.116
H -27.165 -3.101 16.650  0.080
C -20.971 4.941 16.301  -0.112
O -20.436 4.526 17.563  -0.148
H -21.222 4.017 15.781  0.057
H -21.925 5.461 16.386  0.083
H -20.202 5.456 15.726  0.086
H -20.917 4.885 18.313  0.030
C -19.739 -1.480 19.358  -0.180
O -19.954 -1.489 20.735  -0.112
H -20.030 -0.490 19.008  0.060
H -18.700 -1.636 19.067  0.082
H -20.299 -2.248 18.824  0.068
H -20.841 -1.131 20.820  0.025
C -18.741 -1.732 14.728  -0.132
O -18.808 -1.015 15.986  -0.124
H -18.559 -1.030 13.913  0.068
H -18.018 -2.530 14.557  0.074
H -19.648 -2.295 14.512  0.056
H -19.624 -0.511 16.030  0.023
C -23.014 0.790 13.249  -0.154
O -23.109 1.149 11.871  -0.104
H -22.055 0.291 13.386  0.077
H -23.051 1.581 13.998  0.061
H -23.797 0.105 13.575  0.058
H -24.013 0.992 11.591  0.070
C -20.137 2.421 20.612  -0.120
O -21.004 2.922 21.590  -0.116
H -20.045 1.342 20.736  0.074
H -20.564 2.579 19.622  0.064
H -19.165 2.914 20.645  0.099
H -20.465 3.594 22.014  0.097
C -25.855 2.546 16.058  -0.182
O -26.294 3.831 15.810  -0.103
H -25.437 2.066 15.173  0.074
H -25.108 2.491 16.850  0.063
H -26.692 1.983 16.470  0.078
H -27.101 3.798 15.291  0.082
C -23.747 -1.080 20.629  -0.128
O -22.667 -0.243 21.091  -0.126
H -24.632 -0.555 20.271  0.084
H -23.365 -1.742 19.852  0.069
H -24.104 -1.722 21.435  0.077
H -23.074 0.568 21.405  0.066
C -22.247 -3.323 16.174  -0.081
O -22.572 -2.207 15.255  -0.151
H -22.405 -3.023 17.210  0.069
H -22.759 -4.266 15.981  0.084
H -21.179 -3.521 16.091  0.068
H -22.962 -2.551 14.448  0.077

Output
Spin multiplicity: 1
Total charge: 0
Total energy, eV: -50254.3761
Highest occupied orbital energy, eV: -9.70
Energy above the lowest of the compared OMol25 structures with the same formula, charge and spin, kJ/mol: 69.3